# 1
Molecular formula: C3H8OS
Method: DFT, ωB97M-V/def2-TZVPD

Each line ends with the Löwdin spin population.
Geometry (Å):
S: 0.68425 0.31791 -0.23498  0.57
O: 0.93921 1.32841 0.81836  0.08
C: -1.91174 0.72012 0.45050  0.14
C: -0.86158 0.44234 -0.75108  0.79
C: 1.67068 -1.21205 -0.05626  0.13
H: 1.65000 -1.45498 1.03460  0.02
H: -1.31959 1.35184 1.09427  0.00
H: 1.58199 0.80061 -1.15396  0.16
H: -2.19458 -0.19239 1.03913  0.03
H: -1.20665 -0.61943 -1.33894  0.03
H: -2.83581 1.20565 0.19243  0.01
H: 1.24472 -1.97262 -0.70935  0.01
H: 2.55911 -0.71541 -0.38472  0.03

The multiplicity is 3. Its strongest force on any atom is 7.4 eV/A. Its HOMO-LUMO gap (alpha / beta) is 5.3 / 8.1 eV. The molar mass comes out at 92.163 g mol⁻¹. The value obtained for the energy above the lowest of the compared OMol25 structures with the same formula, charge and spin is 101.2 kcal/mol. For the highest occupied orbital energy (alpha / beta), the calculation gives -4.521 / -10.162 eV.

***

# 2
Molecular formula: C2H6O2Si
Method: DFT, ωB97M-V/def2-TZVPD

Each line ends with the Mulliken charge.
Geometry (Å):
Si: -0.49670 -0.79417 0.24053  0.47
O: -1.35254 0.45935 -0.31459  -0.07
O: -2.68967 0.35423 -0.14033  -0.42
C: 2.10739 0.53169 0.32583  -0.53
C: 1.07987 0.08640 -0.35030  -0.23
H: 1.08777 0.40855 -1.40112  0.28
H: -1.12056 -2.03171 -0.37601  -0.12
H: 2.17894 0.61658 1.46560  0.19
H: -0.54128 -1.13435 1.64942  -0.14
H: 2.83384 1.25687 -0.05799  0.24
H: -3.08705 0.24656 -1.04105  0.33

The SMILES is C=C[SiH2]OO. Its strongest force on any atom is 3.9 eV/A. Its HOMO-LUMO gap is 11.1 eV. The molar mass comes out at 90.154 g mol⁻¹. The value obtained for the energy above the lowest of the compared OMol25 structures with the same formula, charge and spin is 112.0 kcal/mol. For the highest occupied orbital energy, the calculation gives -10.307 eV.

***

# 3
Molecular formula: CH6N2O2
Method: DFT, ωB97M-V/def2-TZVPD

Each line ends with the Mulliken charge.
Geometry (Å):
O: -1.08926 1.19851 0.47647  -0.54
O: 1.41483 -0.37572 -0.59821  0.16
N: 2.03211 -0.04499 0.50007  -0.33
N: 0.67312 0.52153 -1.14684  -0.41
C: -1.32029 -0.19933 0.42907  -0.51
H: 2.56777 -0.85976 0.86201  0.26
H: -0.51513 -0.78020 1.04946  0.18
H: -2.38250 -0.37638 0.89609  0.24
H: -1.37526 -0.76536 -0.51031  0.24
H: -0.17984 1.40643 0.09653  0.47
H: 0.17445 0.27525 -2.05435  0.25

Its strongest force on any atom is 3.1 eV/A. Its HOMO-LUMO gap (alpha / beta) is 9.2 / 9.3 eV. The molar mass comes out at 78.071 g mol⁻¹. The value obtained for the energy above the lowest of the compared OMol25 structures with the same formula, charge and spin is 187.6 kcal/mol. For the highest occupied orbital energy (alpha / beta), the calculation gives -9.780 / -9.815 eV.

***

# 4
Molecular formula: C36H31BN4O2RuS2
Method: DFT, ωB97M-V/def2-TZVPD

Each line ends with the Löwdin spin population.
Geometry (Å):
Ru: 0.15965 0.62914 1.79564  2.17
S: 2.35030 1.65457 1.60580  0.17
S: -1.76020 1.85596 0.93387  0.30
O: 1.84410 -1.88887 0.96121  0.00
O: -0.40452 -2.10847 0.57362  0.01
N: -2.45613 2.96007 6.73895  0.08
N: -3.35271 -0.78946 3.46976  0.00
N: 1.37924 6.06956 -5.45494  0.04
N: -4.23907 5.69454 4.32383  -0.02
C: 1.06827 2.79903 1.71712  0.01
C: 0.32372 3.58847 0.78278  0.34
C: -1.93126 4.36848 2.12876  0.13
C: -3.35253 5.07299 3.93984  0.00
C: 0.55913 -5.45299 -0.67922  0.00
C: 0.05274 -6.76100 -1.29125  0.00
C: -1.03783 -0.45519 4.45500  0.01
C: -0.93143 3.41188 1.62828  0.06
C: 0.24007 -3.25972 0.18081  0.00
C: 1.32789 -1.59892 5.34300  0.00
C: 1.20593 5.64386 -4.40132  0.01
C: -0.29559 5.14889 -2.52857  -0.01
C: 1.23542 -1.07727 4.05988  0.02
C: 0.00633 2.90279 2.68979  0.16
C: 0.98587 5.11433 -3.08407  0.08
C: 0.55025 4.09381 -0.52474  0.02
C: -1.51844 3.45122 4.38952  0.15
C: -0.93168 -0.96284 5.75304  0.00
C: 2.04712 4.56530 -2.36168  -0.01
C: -2.34040 0.18180 4.07430  0.01
C: 0.70632 -6.96796 -2.66494  0.00
C: -2.03366 3.23382 5.70228  0.02
C: -0.31725 2.85624 4.03446  -0.01
C: 2.47025 -4.14107 0.11658  0.00
C: -1.46410 -6.75892 -1.48118  0.00
C: -0.30539 -4.40152 -0.36221  0.00
C: 0.06474 -0.47862 3.57653  0.03
C: 0.24186 -1.54059 6.20327  0.00
C: -2.80730 -1.52804 2.29808  0.01
C: -2.25152 4.28675 3.44252  0.01
C: -3.91351 -1.72005 4.47732  0.00
C: 1.83360 4.05960 -1.09836  0.08
C: 0.41859 -7.93396 -0.37102  0.00
C: 1.59264 -3.12645 0.41657  0.00
C: -0.50920 4.64648 -1.26474  0.07
C: 1.92744 -5.29914 -0.43290  0.00
B: 0.60994 -1.24956 1.05217  0.03
H: -1.11211 5.56904 -3.09986  0.00
H: -1.77489 -7.70884 -1.91904  0.00
H: 0.31509 2.38559 4.77602  0.00
H: 1.79265 -7.01593 -2.58871  0.00
H: -1.97497 -2.14215 2.62653  0.00
H: 0.35682 -7.90126 -3.11175  0.00
H: -1.77448 -0.86853 6.43067  0.00
H: 3.53174 -4.04186 0.29736  0.00
H: 3.03390 4.53903 -2.80358  0.00
H: 2.60209 -6.10940 -0.67670  0.00
H: -4.34875 -1.14691 5.29239  0.00
H: 2.10774 -1.12224 3.42016  0.00
H: 0.45273 -6.14716 -3.33821  0.00
H: -1.78389 -5.96260 -2.15594  0.00
H: -4.10696 -0.19674 3.12292  0.00
H: -2.83518 0.61544 4.94412  0.00
H: -1.50449 4.65388 -0.83969  0.01
H: -1.37020 -4.45870 -0.53659  0.00
H: -0.03878 -7.80956 0.61239  0.00
H: -2.44939 -0.81405 1.56192  0.01
H: 2.25927 -2.04104 5.67416  0.00
H: -3.59586 -2.14618 1.87391  0.00
H: 2.65105 3.62551 -0.53860  0.01
H: 0.31293 -1.92206 7.21307  0.00
H: -4.67175 -2.34153 4.00679  0.00
H: -1.98921 -6.64303 -0.53090  0.00
H: -3.10388 -2.34074 4.85271  0.00
H: -2.20974 0.94539 3.30944  0.01
H: 1.49685 -8.01496 -0.23222  0.00
H: -2.46685 5.04414 1.47550  0.01
H: 0.06298 -8.87358 -0.79941  0.00

The multiplicity is 5. Its strongest force on any atom is 0.3 eV/A. Its HOMO-LUMO gap (alpha / beta) is 6.6 / 6.3 eV. The molar mass comes out at 727.686 g mol⁻¹. The value obtained for the energy above the lowest of the compared OMol25 structures with the same formula, charge and spin is 0.0 kcal/mol. For the highest occupied orbital energy (alpha / beta), the calculation gives -7.264 / -8.195 eV.

***

# 5
Molecular formula: C3H8N2O
Method: DFT, ωB97M-V/def2-TZVPD

Each line ends with the Mulliken charge.
Geometry (Å):
O: -0.93182 1.21313 1.41258  -0.38
N: -1.32032 0.35633 0.35696  -0.36
N: 1.82576 0.61781 -1.60524  -0.52
C: 0.25669 -1.61390 0.89426  -1.04
C: -0.70563 0.82217 -0.77323  -0.40
C: 0.89390 0.31779 -0.88384  0.32
H: 0.21620 -1.16668 1.88012  0.26
H: 1.13140 -2.24837 0.75398  0.33
H: -1.17068 0.38457 -1.65639  0.33
H: -1.43508 0.87620 2.16399  0.35
H: 0.72747 -0.69402 -0.01731  0.14
H: -0.61963 1.90946 -0.84368  0.37
H: 1.79268 1.34793 -2.31066  0.27
H: -0.66094 -2.12242 0.62846  0.32

Its strongest force on any atom is 1.0 eV/A. Its HOMO-LUMO gap (alpha / beta) is 8.3 / 7.5 eV. The molar mass comes out at 88.110 g mol⁻¹. The value obtained for the energy above the lowest of the compared OMol25 structures with the same formula, charge and spin is 167.6 kcal/mol. For the highest occupied orbital energy (alpha / beta), the calculation gives -8.586 / -7.594 eV.

***

# 6
Molecular formula: C31H38OSSi2
Method: DFT, ωB97M-V/def2-TZVPD

Each line ends with the Mulliken charge.
Geometry (Å):
S: -1.72041 0.71553 -4.61679  -0.38
Si: 1.74169 2.54223 -5.60537  0.39
Si: -1.25905 2.51156 -5.67490  0.44
O: 0.24208 2.50307 -6.31743  -0.08
C: 2.26960 0.86498 -5.01960  -0.70
C: 0.10458 0.40131 2.44865  -0.53
C: -7.65248 -0.02570 -6.44408  -0.31
C: -4.05466 3.00870 8.42949  -0.36
C: 2.56059 -0.64531 -0.64845  -0.41
C: 4.63298 -4.13756 2.25313  -0.43
C: -6.44621 0.33894 -5.86236  -0.55
C: 6.33834 -3.25681 4.25975  -0.38
C: 6.00784 -4.19813 2.07200  -0.41
C: 1.98481 -0.99812 -1.86143  -0.51
C: -2.90261 3.60164 5.97541  -0.18
C: -4.10106 4.30558 7.93637  -0.35
C: -5.28750 -1.19855 -7.30037  -0.44
C: 6.86065 -3.75817 3.07543  -0.44
C: -3.43182 2.00839 7.69592  -0.51
C: 2.50644 -2.05671 -2.59418  -0.36
C: 4.96324 -3.19608 4.44125  -0.48
C: -5.26244 -0.24710 -6.28977  0.13
C: 4.16814 -2.41186 -0.89500  -0.37
C: 3.59606 -2.76867 -2.10866  -0.49
C: -3.52510 4.60245 6.70887  -0.52
C: 3.65564 -1.34819 -0.16801  -0.49
C: -0.39523 1.43809 3.22509  -0.34
C: -7.67619 -0.97731 -7.45454  -0.43
C: 1.88439 0.07400 4.03409  -0.32
C: 1.38366 1.10970 4.81095  -0.68
C: -2.85477 2.30495 6.46871  -0.19
C: 1.24392 -0.28001 2.85428  -0.39
C: 0.24433 1.79171 4.40554  -0.22
C: -6.49334 -1.56405 -7.88278  -0.32
C: 4.11061 -3.63620 3.43799  -0.30
H: 2.79868 0.32187 -5.80461  0.37
H: 7.00338 -2.91405 5.04215  0.37
H: 2.77548 -0.45748 4.34524  0.41
H: -1.28461 1.96999 2.90986  0.35
H: 2.67914 3.06977 -6.61593  -0.15
H: -4.32325 0.04076 -5.83446  0.21
H: -0.14625 2.59852 5.01312  0.39
H: -1.49889 -0.06895 -5.68389  0.17
H: -4.36550 -1.65736 -7.63547  0.34
H: -6.42712 1.08066 -5.07380  0.36
H: 6.41664 -4.58911 1.14834  0.42
H: -2.45605 3.83365 5.01601  0.33
H: 2.05797 -2.33218 -3.54065  0.39
H: -0.39300 0.12306 1.52785  0.42
H: -3.39461 0.99717 8.08057  0.36
H: 1.66631 3.49089 -4.46883  -0.13
H: -8.61696 -1.26170 -7.90854  0.35
H: 3.96545 -4.47115 1.46879  0.45
H: 2.94722 0.97177 -4.16939  0.30
H: -2.20809 2.72057 -6.77685  -0.13
H: -4.50460 2.77770 9.38669  0.36
H: -3.56218 5.61345 6.32351  0.35
H: 4.10323 -1.07750 0.78073  0.47
H: -1.37874 3.54379 -4.62793  -0.14
H: 2.15445 0.17616 -0.07068  0.45
H: 1.88009 1.38637 5.73239  0.38
H: 4.55602 -2.80740 5.36628  0.40
H: 1.12696 -0.45121 -2.23359  0.51
H: -6.51170 -2.30624 -8.67076  0.36
H: 5.01431 -2.96365 -0.50601  0.47
H: 1.63584 -1.08710 2.24692  0.52
H: -4.58658 5.08546 8.50910  0.36
H: -2.36740 1.52578 5.89588  0.36
H: -8.57516 0.43146 -6.10980  0.35
H: 3.03777 -3.58754 3.57800  0.44
H: 7.93289 -3.80566 2.93410  0.37
H: 1.41932 0.26515 -4.69184  0.01
H: 3.99280 -3.60404 -2.67166  0.38

The SMILES is C[SiH2]O[SiH2]S.c1ccccc1.c1ccccc1.c1ccccc1.c1ccccc1.c1ccccc1. Its strongest force on any atom is 0.2 eV/A. Its HOMO-LUMO gap is 9.9 eV. The molar mass comes out at 514.883 g mol⁻¹. For the highest occupied orbital energy, the calculation gives -9.354 eV.